No. 1
# C2HNO4

A cluster of 2 separate species, C2HNO4 in total at a distorted geometry (ωB97M-V/def2-TZVPD, OMol25).

Last column: Mulliken charge in e.
Positions of all 8 atoms, in Å:
C -0.32855 1.38498 -0.06892  0.58
C 0.23502 0.09243 0.21943  -0.04
N -0.30114 -1.22165 -0.07741  0.95
O -1.48425 -1.34281 0.13341  -0.51
O -0.57575 2.27386 -0.78278  -0.40
O 0.45666 -2.03052 -0.53983  -0.50
O -0.37616 0.94707 1.18586  -0.29
H 2.37416 -0.10337 -0.06975  0.20

Cartesian forces (eV/Å) of the 3 atoms listed first:
0.7 -0.9 -1.3
2.5 0.9 -0.4
-0.3 -0.1 0.1

The energy above the lowest of the compared OMol25 structures with the same formula, charge and spin is 789.0 kJ/mol. As for the spin multiplicity: 1. As for the total energy: -432.2125 Ha. The total charge is 0. As for the orbital gap (spin up / spin down): 9.0 / 9.5 eV.

No. 2
# C26H40BiN5O3Si

A structure of composition C26H40BiN5O3Si at a distorted geometry (ωB97M-V/def2-TZVPD, OMol25).

Last column: Mulliken charge in e.
Positions of all 76 atoms, in Å:
Bi -1.11468 -1.26259 0.28327  0.61
C -3.36795 -0.52536 -2.37138  -1.48
C -3.78879 0.76492 -1.74069  0.96
C -4.75069 1.56961 -2.32396  -0.64
C -5.16609 2.77655 -1.75895  -0.70
C -4.57126 3.17496 -0.56179  -0.77
C -3.59842 2.41315 0.05809  1.27
C -2.95764 2.85949 1.33850  -1.22
C -3.16194 1.15793 -0.50438  0.16
N -2.21076 0.47199 0.09945  -0.72
H -3.91162 -0.70453 -3.30252  0.35
H -3.52624 -1.36387 -1.68468  0.27
H -2.29300 -0.51899 -2.59802  0.22
H -5.20231 1.23343 -3.25553  0.24
H -5.93021 3.38204 -2.23352  0.35
H -4.87260 4.11200 -0.09559  0.24
H -3.35828 3.82463 1.66525  0.41
H -1.87119 2.93719 1.21934  -0.22
H -3.10572 2.12062 2.13220  0.32
C 3.06586 -5.63349 0.86799  -1.31
Si 1.82986 -4.18609 0.60613  -0.20
C 2.15846 -3.11235 2.13678  -0.68
C 2.59851 -3.32504 -0.90582  -0.68
N 0.20405 -4.43577 0.38922  0.11
C -0.52256 -5.57082 0.20712  0.00
C -1.92297 -5.53155 -0.06525  -0.42
C -2.63246 -6.69016 -0.30635  -0.40
C -2.04416 -7.95842 -0.28821  -0.41
C -0.68771 -8.02668 -0.00837  -0.64
C 0.05214 -6.87632 0.23063  -0.07
H 4.06932 -5.20632 0.98899  0.31
H 3.09588 -6.31517 0.01395  0.35
H 2.84227 -6.22056 1.76354  0.33
H 3.22433 -2.89629 2.28194  0.22
H 1.80027 -3.65725 3.01601  0.36
H 1.61383 -2.16854 2.08241  0.04
H 3.66665 -3.11046 -0.77912  0.15
H 2.07704 -2.39762 -1.14165  0.13
H 2.49085 -4.00415 -1.75849  0.39
H -2.39494 -4.55665 -0.02135  0.54
H -3.69860 -6.60515 -0.50755  0.33
H -2.62549 -8.85498 -0.47724  0.33
H -0.18472 -8.99112 0.02210  0.32
H 1.10996 -6.97283 0.43701  0.10
C 1.72045 2.17828 0.81679  -0.50
N 3.03280 1.68523 0.53234  0.21
C 4.12433 2.64465 0.49235  -1.15
C 3.19387 0.33379 0.33228  0.43
C 4.59476 -0.20695 0.13439  -0.93
O 2.23869 -0.40408 0.31922  -0.47
H 1.68179 3.26211 0.98138  0.19
H 1.32773 1.80741 1.76592  0.14
H 0.75488 1.68241 -0.87952  0.39
H 3.71790 3.63765 0.67280  0.33
H 4.61896 2.66714 -0.48077  0.37
H 4.86939 2.43824 1.26317  0.39
H 5.39224 0.52991 0.17055  0.39
H 4.61257 -0.72510 -0.82390  0.25
H 4.75202 -0.96435 0.90231  0.19
O -2.61948 -2.44153 0.49532  -0.85
N 0.24407 1.66044 0.00190  0.48
C 0.50821 3.07027 -0.10440  -0.98
N 0.38492 4.44171 0.01003  0.33
C -0.27462 5.10531 1.17360  -0.23
C 0.13745 6.56552 1.20780  -0.80
O -0.23242 7.23853 0.01779  -0.41
C 0.36594 6.60688 -1.10507  -0.68
C -0.01890 5.14162 -1.20672  -0.72
H 0.05398 4.60880 2.08915  0.44
H -1.36794 5.02690 1.12105  0.19
H 1.22890 6.63140 1.34048  0.35
H -0.34718 7.09201 2.03082  0.35
H 1.46030 6.68813 -1.02700  0.30
H 0.03201 7.15724 -1.98509  0.36
H 0.48768 4.66206 -2.04415  0.51
H -1.10155 5.05898 -1.36432  0.27

Cartesian forces (eV/Å) of the 3 atoms listed first:
-0.9 -0.2 0.2
0.0 0.0 0.1
0.0 0.1 -0.1

The energy above the lowest of the compared OMol25 structures with the same formula, charge and spin is 930.8 kJ/mol. As for the spin multiplicity: 1. As for the total energy: -2018.0102 Ha. The total charge is -2. As for the orbital gap: 4.1 eV.

No. 3
# C3H5NO2

The molecule C3H5NO2 at a distorted geometry (ωB97M-V/def2-TZVPD, OMol25).

Last column: Mulliken charge in e.
Positions of all 11 atoms, in Å:
C 0.21584 1.38145 -1.17901  -1.11
C 0.71807 0.32545 -0.23561  0.78
O 1.87910 0.13302 0.01206  -0.49
N -0.31783 -0.43874 0.35238  0.06
C 0.05282 -1.39977 1.21439  -0.57
O -1.01588 -2.03532 1.69058  -0.35
H -0.36827 0.92091 -1.98238  0.32
H 1.07293 1.90896 -1.59497  0.30
H -0.43044 2.08383 -0.64233  0.32
H -1.28975 -0.24093 0.11220  0.26
H -0.51659 -2.63884 2.25270  0.49

Cartesian forces (eV/Å) of the 3 atoms listed first:
0.0 0.1 -0.1
0.4 0.2 -0.1
-0.5 0.2 -0.2

The energy above the lowest of the compared OMol25 structures with the same formula, charge and spin is 192.4 kJ/mol. As for the spin multiplicity: 1. As for the total energy: -322.5011 Ha. The total charge is 0. As for the orbital gap: 9.8 eV.

No. 4
# C28H43BMnN6O2PSe2

A structure of composition C28H43BMnN6O2PSe2 (ωB97M-V/def2-TZVPD, OMol25).

Last column: Mulliken spin population.
Positions of all 84 atoms, in Å:
Mn -0.21963 1.17200 1.04908  4.69
C -0.04247 5.46953 2.20419  0.00
C 0.44764 4.16011 2.23748  -0.01
N -0.15891 3.41724 1.32056  0.13
N -1.03584 4.21497 0.68197  -0.04
C -0.98500 5.45156 1.19188  0.00
B -1.84415 3.65028 -0.52357  -0.13
N -0.88288 2.95941 -1.47561  0.08
C -0.59884 3.32325 -2.76932  0.00
C 0.97825 1.39974 -3.80592  0.00
C 1.13007 0.46661 -2.52756  0.00
N -0.52435 1.61083 -1.25929  -0.01
N -2.85855 2.61801 0.04064  -0.01
C -4.19051 2.58480 -0.10369  0.00
C -4.68857 1.54789 0.66187  0.00
C -3.55428 0.99179 1.26105  -0.02
N -2.46121 1.63795 0.87668  0.12
H 0.25034 6.30365 2.81645  0.00
H 1.21018 3.71710 2.85807  0.00
H -1.60971 6.23185 0.79132  0.00
H -2.43624 4.55249 -1.06309  0.00
H -1.05274 4.27004 -3.04039  0.00
H 1.99795 1.72007 -4.05398  0.00
H 2.18403 0.20932 -2.40334  0.00
H -4.68819 3.30778 -0.72737  0.00
H -5.71505 1.24985 0.77914  0.00
H -3.47078 0.17131 1.95599  0.00
O 4.76667 -0.13431 3.75621  0.00
C 3.52228 0.35130 4.24446  0.00
C 2.29293 -0.39738 3.70338  -0.01
C 2.27038 -1.79019 4.35368  0.00
O 1.29097 -2.67390 3.83962  0.00
C 2.39383 -0.56904 2.18903  0.01
Se 2.43089 1.11296 1.16424  0.08
C 1.07459 0.43217 4.13431  -0.01
Se -0.65910 -0.05105 3.32865  0.04
H 4.81897 0.14663 2.83445  0.00
H 3.41843 1.41250 3.99969  0.00
H 3.56180 0.25323 5.33306  0.00
H 2.13560 -1.65982 5.43791  0.00
H 3.23893 -2.27162 4.19566  0.00
H 0.47525 -2.15698 3.70313  0.00
H 1.53444 -1.13898 1.84243  0.02
H 3.28560 -1.15328 1.95555  0.01
H 1.25193 1.47851 3.88776  0.01
H 0.95567 0.36097 5.21787  0.00
C 1.03474 -3.95293 -2.01214  0.01
C 1.13123 -2.95809 -0.85396  0.03
C 0.98038 -3.71369 0.46924  -0.01
C 2.52187 -2.30891 -0.92515  0.00
P -0.08432 -1.51445 -0.87137  0.02
C 0.26879 -0.78309 -2.52054  -0.06
C -0.21041 -1.26268 -3.66940  0.00
C -0.04520 -0.57435 -4.94961  0.00
C 0.47661 0.64508 -5.00749  0.00
C 0.14425 2.70277 -3.71771  0.00
C 0.72824 1.49677 -1.54693  -0.05
C -1.84717 -2.19447 -0.94415  0.01
C -2.71883 -1.13554 -1.63487  0.00
C -2.28846 -2.27229 0.52545  0.00
C -2.11504 -3.56255 -1.57308  0.00
H 1.87299 -4.65375 -1.93737  0.00
H 1.10865 -3.45289 -2.97770  0.00
H 0.11814 -4.53899 -1.99138  0.00
H 1.80728 -4.42311 0.57179  0.00
H 0.05206 -4.28935 0.49499  0.00
H 1.00100 -3.05962 1.34078  0.01
H 3.27718 -3.04543 -0.63555  0.00
H 2.61907 -1.43939 -0.27598  0.01
H 2.74548 -1.99343 -1.94654  0.00
H -0.78167 -2.17923 -3.67517  0.00
H -0.41976 -1.05197 -5.84710  0.00
H 0.52734 1.17905 -5.95067  0.00
H 0.18725 3.24658 -4.65553  0.00
H 1.37730 2.37338 -1.49023  -0.01
H -2.50341 -0.13096 -1.26767  0.02
H -3.77031 -1.35572 -1.42633  0.00
H -2.57871 -1.12366 -2.71538  0.00
H -2.14949 -1.32147 1.03710  0.01
H -1.72860 -3.02280 1.08620  0.00
H -3.34908 -2.53983 0.56675  0.00
H -1.78255 -3.64591 -2.60593  0.00
H -3.19580 -3.73787 -1.56232  0.00
H -1.65168 -4.36635 -0.99933  0.00

Cartesian forces (eV/Å) of the 3 atoms listed first:
0.0 -0.1 0.4
0.0 0.0 0.0
0.0 0.0 0.0

The energy above the lowest of the compared OMol25 structures with the same formula, charge and spin is 0.0 kJ/mol. As for the spin multiplicity: 6. As for the total energy: -7891.9398 Ha. The expectation value of S² is 8.7560. The total charge is -1. As for the orbital gap (spin up / spin down): 6.7 / 7.0 eV.

No. 5
# C23H16Cl2N2OPd

A structure of composition C23H16Cl2N2OPd at a distorted geometry (ωB97M-V/def2-TZVPD, OMol25).

Last column: Mulliken spin population.
Positions of all 45 atoms, in Å:
Pd 0.82164 0.57314 -0.45778  1.04
Cl -5.70379 -2.48265 0.83190  0.00
C -4.25923 -1.82433 0.15687  0.01
C -3.83788 -1.95765 -1.21824  0.00
C -2.69370 -1.31411 -1.71144  0.02
C -1.89937 -0.44847 -0.83129  -0.01
O -1.00393 0.34906 -1.39433  0.04
C -2.31395 -0.32494 0.51758  0.01
C -1.64006 0.53295 1.42218  -0.01
N -0.44478 1.00399 1.10810  0.10
C 0.19581 1.71188 2.10654  -0.02
C -0.22170 2.00221 3.40767  0.03
C 0.43408 3.00560 4.18399  0.00
C 1.66447 3.48657 3.78886  0.01
C 2.20175 3.05633 2.54132  0.00
C 3.31666 3.67462 1.94447  0.00
C 3.77427 3.34984 0.65604  0.01
C 3.12155 2.28523 0.00847  0.01
N 2.06136 1.69900 0.56874  0.04
C 1.52979 2.15364 1.71628  0.02
C -3.46531 -1.02641 0.97546  0.00
H -4.49430 -2.56129 -1.82105  0.00
H -2.40161 -1.35058 -2.76342  0.00
H -2.06954 0.81730 2.37226  0.01
H -1.17125 1.58046 3.75257  0.00
H -0.03285 3.41198 5.08737  0.00
H 2.22815 4.19495 4.42311  0.00
H 3.73353 4.56079 2.44470  0.00
H 4.60924 3.89560 0.23741  0.00
H 3.40201 1.88181 -0.98866  0.01
H -3.74471 -0.86057 2.00289  0.00
Cl 0.96439 -3.48640 0.17775  0.01
C 0.67801 -3.09875 -1.50153  0.15
C -0.14860 -4.01233 -2.16738  -0.07
C -0.57814 -3.68101 -3.45334  0.14
C -0.13151 -2.52484 -4.09289  -0.05
C 0.74420 -1.68414 -3.45534  0.11
C 1.14558 -1.89951 -2.10995  -0.17
C 1.99866 -0.98310 -1.41424  0.52
H -0.60716 -4.83454 -1.63762  0.00
H -1.35419 -4.26031 -3.88513  0.01
H -0.55041 -2.22462 -5.02316  0.00
H 1.02960 -0.66343 -3.85806  0.00
H 2.58308 -0.27673 -2.05219  0.03
H 2.53014 -1.44627 -0.59550  -0.01

Cartesian forces (eV/Å) of the 3 atoms listed first:
-0.8 -0.7 -2.2
-0.1 -0.3 -0.3
2.3 1.6 0.0

As for the spin multiplicity: 3. As for the total energy: -2118.9726 Ha. The expectation value of S² is 2.0294. The total charge is 0. As for the orbital gap (spin up / spin down): 5.0 / 6.0 eV.

No. 6
# C23H23BCl2N8O2V

A structure of composition C23H23BCl2N8O2V at a distorted geometry (ωB97M-V/def2-TZVPD, OMol25).

Last column: Mulliken spin population.
Positions of all 60 atoms, in Å:
V -0.52326 1.14812 0.29716  1.10
C -1.15300 2.24606 3.58215  0.01
C -0.50848 0.92401 3.35441  -0.01
C -0.15686 -0.05295 4.26301  0.00
C 0.41894 -1.07954 3.51716  0.00
N 0.41835 -0.73308 2.23418  0.01
N -0.15899 0.49008 2.10785  -0.03
B 0.86855 -1.50464 0.94890  -0.03
N -0.43070 -1.72093 0.11372  0.02
C -1.00543 -2.80737 -0.41480  0.02
C -2.20088 -2.44520 -1.01103  0.00
C -2.32062 -1.07797 -0.82623  0.01
C -3.42622 -0.18287 -1.26582  0.00
N -1.25094 -0.64331 -0.12907  -0.02
N 1.77491 -0.48676 0.16053  0.01
C 2.96311 -0.67979 -0.41375  0.00
C 3.37738 0.50203 -1.01279  0.00
C 2.36872 1.41989 -0.77204  0.00
C 2.29074 2.85710 -1.14925  0.00
N 1.39988 0.80717 -0.05808  -0.02
N 1.64032 -2.71754 1.30427  0.00
C 2.77476 -2.76829 2.06491  0.00
C 3.20054 -4.06280 2.09063  0.00
C 2.26371 -4.77363 1.29737  0.00
C 2.24826 -6.23194 0.97713  0.00
N 1.32846 -3.96380 0.84142  0.00
H -1.31022 2.39770 4.64689  0.00
H -2.12396 2.30526 3.08889  0.00
H -0.52558 3.06184 3.21957  0.00
H -0.29240 -0.02537 5.33023  0.00
H 0.82757 -2.02894 3.82519  0.00
H -0.50645 -3.75704 -0.31208  0.00
H -2.89644 -3.09360 -1.51469  0.00
H -3.61395 -0.31501 -2.33100  0.00
H -3.21149 0.86673 -1.07922  0.00
H -4.34545 -0.43430 -0.73619  0.00
H 3.43830 -1.64635 -0.35966  0.00
H 4.29795 0.67023 -1.54415  0.00
H 2.61865 2.99627 -2.17818  0.00
H 2.94179 3.45367 -0.50914  0.00
H 1.27795 3.25161 -1.05928  0.00
H 3.19152 -1.88316 2.52161  0.00
H 4.06353 -4.45576 2.59998  0.00
H 3.08312 -6.73775 1.45679  0.00
H 2.32533 -6.39201 -0.09767  0.00
H 1.32517 -6.69279 1.32623  0.00
Cl -3.25214 5.34827 -5.08204  0.00
C -2.50599 4.25292 -4.00125  -0.02
C -1.69488 3.21798 -4.56608  0.01
C -1.05307 2.29459 -3.79747  -0.01
Cl -0.07895 1.06530 -4.48259  0.00
C -1.17494 2.35633 -2.38008  -0.01
O -0.55612 1.52646 -1.63427  -0.05
C -2.01988 3.38407 -1.82270  -0.01
C -2.24349 3.36833 -0.47225  0.02
O -1.73954 2.46603 0.33347  -0.02
C -2.67274 4.34428 -2.66195  0.02
H -1.59265 3.17802 -5.64346  0.00
H -2.88853 4.08408 0.03101  0.00
H -3.29329 5.11002 -2.21639  0.00

Cartesian forces (eV/Å) of the 3 atoms listed first:
0.5 -0.9 -0.9
0.0 0.0 0.0
0.0 0.0 0.0

As for the spin multiplicity: 2. As for the total energy: -3367.6396 Ha. The expectation value of S² is 0.7754. The total charge is +2. As for the orbital gap (spin up / spin down): 5.3 / 6.1 eV.